Record 1
ORCA calculation (ωB97M-V with the def2-TZVPD basis set) on 10 unconnected molecules or ions with the total composition H20O10 in a non-equilibrium geometry.

Output
total charge	0
energy above the lowest of the compared OMol25 structures with the same formula, charge and spin	59.5	kcal/mol
orbital gap	10.683	eV
E_HOMO	-10.704	eV

Last column: Löwdin charge in e.
Element x y z (Å)
O: 1.467 -1.626 -3.789  -0.051
H: 0.523 -1.415 -3.622  0.030
H: 2.025 -1.046 -3.328  -0.055
O: 0.782 0.924 2.804  -0.043
H: 1.172 1.207 3.627  0.052
H: 0.757 1.675 2.215  -0.029
O: -0.044 -1.630 1.574  -0.028
H: 0.392 -1.056 0.969  -0.023
H: 0.128 -1.160 2.360  -0.015
O: -0.770 -1.374 -2.194  -0.042
H: -1.540 -1.782 -1.748  0.105
H: -0.005 -1.853 -1.929  -0.010
O: -4.520 -0.118 0.763  -0.061
H: -4.767 -0.083 1.672  0.009
H: -3.780 0.546 0.825  0.027
O: 0.699 3.194 1.378  -0.020
H: 0.487 4.007 1.838  0.068
H: -0.083 3.058 0.839  0.050
O: -0.171 0.716 -0.613  -0.066
H: -0.348 -0.132 -1.080  -0.008
H: -0.938 0.750 -0.068  -0.025
O: 2.815 0.259 -2.292  -0.037
H: 2.574 1.155 -2.160  0.036
H: 2.498 -0.129 -1.444  0.046
O: 1.583 -2.239 -0.879  -0.034
H: 2.127 -2.386 -0.101  0.068
H: 2.218 -2.460 -1.546  0.040
O: -1.953 1.144 1.665  -0.010
H: -2.089 0.348 2.104  0.017
H: -1.238 1.505 2.161  0.007

Record 2
ORCA calculation (ωB97M-V with the def2-TZVPD basis set) on a molecular structure, C22H40N4O8RuSSi in a non-equilibrium geometry.

Output
spin multiplicity	2
total charge	-1
energy above the lowest of the compared OMol25 structures with the same formula, charge and spin	49.1	kcal/mol
⟨S²⟩	0.8569
orbital gap (spin up / spin down)	5.251 / 5.368	eV
E_HOMO (spin up / spin down)	-4.707 / -4.707	eV

Last column: Löwdin charge in e.
Element x y z (Å)
Ru: 0.012 -0.145 -0.484  1.311
O: 1.571 -0.208 1.028  -0.182
C: 1.216 -0.185 2.414  -0.163
C: 0.180 -1.258 2.691  -0.152
N: -0.850 -1.075 1.699  -0.214
C: -1.376 -2.347 1.213  -0.091
C: -0.347 -3.044 0.295  -0.641
O: -0.532 -4.225 0.028  0.035
O: 0.637 -2.320 -0.100  -0.136
C: -1.932 -0.182 2.109  -0.081
C: -2.535 0.360 0.794  -0.650
O: -3.640 -0.012 0.417  0.036
O: -1.731 1.159 0.186  -0.155
H: 1.723 -1.126 0.754  0.069
H: 0.830 0.818 2.607  0.112
H: 2.089 -0.349 3.054  0.132
H: -0.202 -1.200 3.717  0.142
H: 0.636 -2.242 2.555  0.133
H: -2.278 -2.162 0.627  0.109
H: -1.639 -3.034 2.027  0.140
H: -1.519 0.660 2.665  0.111
H: -2.686 -0.698 2.714  0.134
C: 2.620 2.364 -3.891  -0.190
Si: 2.739 0.991 -2.584  0.452
C: 4.440 1.060 -1.761  -0.188
C: 2.571 -0.676 -3.473  -0.195
C: 1.420 1.293 -1.299  -0.290
H: 3.428 2.324 -4.623  0.024
H: 2.650 3.347 -3.416  0.027
H: 1.674 2.291 -4.431  0.026
H: 5.247 0.910 -2.480  0.025
H: 4.522 0.284 -0.997  0.024
H: 4.604 2.021 -1.271  0.030
H: 3.391 -0.849 -4.172  0.027
H: 1.637 -0.721 -4.036  0.020
H: 2.570 -1.490 -2.744  0.021
H: 0.611 1.933 -1.670  0.008
H: 1.822 1.670 -0.355  -0.003
C: -2.865 -5.186 -2.311  -0.062
C: -3.019 -3.973 -3.234  -0.195
N: -2.914 -2.675 -2.568  -0.064
C: -4.171 -2.089 -2.107  -0.186
C: -4.890 -2.929 -1.054  -0.065
C: -1.730 -2.050 -2.417  -0.392
C: -0.486 -2.742 -2.910  -0.010
N: -1.586 -0.859 -1.913  0.063
H: -2.584 -6.060 -2.900  0.077
H: -3.796 -5.412 -1.796  0.061
H: -2.093 -5.014 -1.563  0.054
H: -3.995 -4.003 -3.724  0.120
H: -2.265 -4.021 -4.018  0.101
H: -4.826 -1.946 -2.973  0.125
H: -3.978 -1.114 -1.670  0.082
H: -5.402 -3.784 -1.494  0.066
H: -5.629 -2.308 -0.549  0.081
H: -4.184 -3.286 -0.304  0.075
H: -0.517 -2.895 -3.989  0.093
H: -0.346 -3.702 -2.414  0.083
H: 0.357 -2.105 -2.667  0.034
H: -2.433 -0.390 -1.607  0.034
N: 0.238 3.224 1.097  0.089
C: -0.005 4.167 2.092  -0.330
C: -0.527 3.779 3.330  -0.047
C: -0.742 4.715 4.330  -0.068
C: -0.409 6.038 4.110  -0.278
C: 0.107 6.447 2.895  -0.065
C: 0.330 5.509 1.896  -0.046
S: -0.792 7.259 5.393  0.395
O: -0.417 6.618 6.644  -0.382
O: -0.006 8.434 5.052  -0.383
O: -2.232 7.432 5.220  -0.380
H: 0.427 3.597 0.183  0.072
H: -0.343 2.400 1.073  0.027
H: -0.773 2.733 3.493  0.082
H: -1.152 4.433 5.291  0.111
H: 0.340 7.493 2.755  0.106
H: 0.758 5.813 0.945  0.098

Record 3
ORCA calculation (ωB97M-V with the def2-TZVPD basis set) on a molecular structure, C42H56NO2Te2Zn.

Output
total charge	+1
energy above the lowest of the compared OMol25 structures with the same formula, charge and spin	0.0	kcal/mol
orbital gap (spin up / spin down)	5.451 / 5.449	eV
E_HOMO (spin up / spin down)	-9.977 / -9.976	eV

Last column: Löwdin charge in e.
Element x y z (Å)
Zn: -0.257 -2.325 -0.362  0.379
C: -2.411 4.228 0.443  -0.044
C: -3.392 3.513 -0.496  -0.549
C: -3.292 4.126 -1.903  -0.034
C: -4.809 3.753 0.038  -0.056
C: -3.055 2.024 -0.608  -0.139
C: -1.777 1.614 -0.844  0.037
C: -1.466 0.233 -0.946  -0.209
N: -0.260 -0.324 -1.076  0.080
C: 0.959 0.146 -1.284  -0.163
C: 1.325 1.455 -1.686  0.048
C: 2.632 1.802 -1.818  -0.138
C: 3.624 0.812 -1.537  0.072
C: 3.367 -0.492 -1.211  -0.078
C: 1.991 -0.884 -1.095  -0.240
O: 1.636 -2.081 -0.819  -0.139
C: 4.494 -1.517 -1.059  -0.524
C: 5.872 -0.861 -1.153  -0.057
C: 4.423 -2.244 0.296  -0.033
C: 4.372 -2.542 -2.203  -0.027
C: 3.011 3.192 -2.324  -0.551
C: 2.673 3.269 -3.823  -0.034
C: 4.504 3.492 -2.153  -0.055
C: 2.222 4.269 -1.565  -0.039
C: -2.519 -0.783 -0.769  -0.320
O: -2.175 -2.011 -0.842  -0.169
C: -3.855 -0.329 -0.504  -0.072
C: -4.062 1.028 -0.488  0.054
C: -5.061 -1.225 -0.153  -0.527
C: -6.240 -0.905 -1.082  -0.040
C: -4.823 -2.739 -0.238  -0.061
C: -5.450 -0.902 1.302  -0.035
H: -2.671 5.286 0.506  0.090
H: -2.470 3.811 1.450  0.089
H: -1.380 4.164 0.092  0.070
H: -3.547 5.187 -1.871  0.091
H: -2.283 4.021 -2.306  0.080
H: -3.983 3.626 -2.584  0.093
H: -4.949 4.821 0.204  0.090
H: -5.567 3.431 -0.677  0.087
H: -4.970 3.243 0.990  0.092
H: -0.973 2.333 -0.908  0.094
H: 0.546 2.156 -1.945  0.102
H: 4.656 1.116 -1.613  0.091
H: 6.011 -0.111 -0.372  0.092
H: 6.636 -1.628 -1.031  0.093
H: 6.032 -0.393 -2.127  0.090
H: 4.563 -1.540 1.119  0.070
H: 3.473 -2.754 0.424  0.067
H: 5.217 -2.991 0.352  0.092
H: 4.453 -2.047 -3.172  0.095
H: 5.178 -3.275 -2.128  0.091
H: 3.418 -3.065 -2.157  0.065
H: 3.214 2.501 -4.379  0.092
H: 1.605 3.130 -3.998  0.084
H: 2.963 4.244 -4.218  0.091
H: 5.123 2.832 -2.762  0.086
H: 4.699 4.513 -2.482  0.090
H: 4.808 3.410 -1.107  0.092
H: 1.148 4.194 -1.746  0.070
H: 2.401 4.186 -0.491  0.083
H: 2.542 5.258 -1.893  0.091
H: -5.076 1.371 -0.334  0.097
H: -5.992 -1.153 -2.115  0.096
H: -7.106 -1.500 -0.788  0.091
H: -6.529 0.146 -1.039  0.076
H: -4.480 -3.033 -1.227  0.082
H: -4.092 -3.070 0.498  0.078
H: -5.766 -3.251 -0.035  0.090
H: -5.781 0.132 1.407  0.082
H: -6.262 -1.555 1.627  0.092
H: -4.598 -1.055 1.968  0.079
Te: -0.841 -1.071 2.040  1.562
C: -0.343 -1.873 3.955  -0.493
C: -1.064 -1.405 5.048  -0.142
C: -0.778 -1.882 6.318  -0.071
C: 0.225 -2.825 6.494  -0.069
C: 0.953 -3.281 5.405  -0.072
C: 0.665 -2.812 4.131  -0.136
C: 0.785 0.303 2.107  -0.472
C: 0.518 1.663 2.170  -0.132
C: 1.566 2.570 2.254  -0.074
C: 2.875 2.114 2.281  -0.067
C: 3.137 0.753 2.214  -0.068
C: 2.095 -0.157 2.118  -0.131
H: -1.845 -0.668 4.905  0.093
H: -1.339 -1.515 7.167  0.111
H: 0.427 -3.216 7.482  0.110
H: 1.744 -4.006 5.546  0.110
H: 1.225 -3.184 3.281  0.093
H: -0.504 2.015 2.157  0.086
H: 1.352 3.630 2.309  0.110
H: 3.693 2.820 2.360  0.110
H: 4.159 0.396 2.245  0.104
H: 2.312 -1.216 2.046  0.088
C: 1.199 -5.666 -1.596  -0.392
Te: -0.267 -5.061 -0.154  1.294
C: -1.963 -5.598 -1.351  -0.386
H: 0.854 -5.401 -2.591  0.017
H: 1.350 -6.738 -1.515  0.008
H: 2.126 -5.141 -1.376  -0.009
H: -2.129 -6.667 -1.269  0.009
H: -1.775 -5.312 -2.382  0.018
H: -2.823 -5.052 -0.970  -0.012

Record 4
ORCA calculation (ωB97M-V with the def2-TZVPD basis set) on C15H20N2O3S in the gas phase in a non-equilibrium geometry.

Output
total charge	0
energy above the lowest of the compared OMol25 structures with the same formula, charge and spin	99.3	kcal/mol
orbital gap	6.991	eV
E_HOMO	-7.450	eV

Last column: Löwdin charge in e.
Element x y z (Å)
O: -2.373 4.743 0.446  0.058
O: 1.794 3.021 0.687  0.070
O: 0.405 -1.931 0.383  0.098
S: -1.770 2.235 0.045  1.113
C: -1.488 3.932 0.365  -0.743
C: 0.613 3.048 0.318  -0.440
C: -1.607 -0.929 0.817  0.027
C: -1.732 -2.366 0.935  -0.003
C: -0.218 -0.654 0.533  -0.172
C: -0.541 -2.818 0.607  -0.369
C: 0.489 0.603 0.437  0.009
C: -0.093 1.817 0.351  -0.438
N: -0.194 -4.177 0.383  -0.069
N: -0.163 4.202 0.216  0.029
C: 1.807 -4.175 1.848  -0.106
C: -1.121 -4.855 -1.725  -0.075
C: 1.758 5.679 -0.359  -0.038
C: -0.243 5.677 -1.836  -0.065
C: 1.288 -4.483 0.555  -0.217
C: -1.138 -5.088 -0.194  -0.210
C: 0.177 5.507 -0.393  -0.308
H: -2.320 -0.211 1.140  0.068
H: -2.638 -2.920 1.160  0.120
H: 1.593 0.519 0.591  0.152
H: 1.008 -3.873 2.532  0.103
H: 2.429 -4.861 2.283  0.052
H: 2.381 -3.263 1.649  0.087
H: -0.956 -3.854 -1.974  0.047
H: -2.009 -5.129 -2.245  0.050
H: -0.338 -5.463 -2.289  0.096
H: 2.135 4.992 -1.066  0.065
H: 2.081 6.653 -0.646  0.067
H: 2.109 5.527 0.648  0.073
H: -1.192 6.205 -1.942  0.078
H: -0.401 4.738 -2.402  0.099
H: 0.419 6.309 -2.389  0.068
H: 1.416 -5.567 0.578  0.119
H: 1.904 -4.026 -0.231  0.126
H: -2.227 -5.116 0.121  0.132
H: -0.730 -6.050 -0.030  0.091
H: -0.313 6.402 0.090  0.158

| no. | DFT total energy (eV) |
| --- | --- |
| 1 | -20800.0323 |
| 2 | -67100.4033 |
| 3 | -113048.1552 |
| 4 | -35834.7121 |